This record from the OMol25 dataset describes C39H34N5O2PbS3Te4 as an isolated structure. The level of theory is ωB97M-V/def2-TZVPD.

Last column: Löwdin charge in e.
Cartesian coordinates (Å):
Pb: -1.2902 -0.4343 -1.2142  0.804
Te: -1.1154 -1.4052 1.6123  1.055
Te: -3.2015 -0.5681 3.3011  0.100
Te: -3.8217 1.6560 1.8161  -0.034
Te: -1.5449 1.9640 0.3057  0.233
O: -0.6414 2.8042 -6.2289  0.033
C: -0.1547 3.6106 -5.2740  -0.278
C: 0.1573 4.9268 -5.6221  -0.030
C: 0.6611 5.8051 -4.6844  -0.104
C: 0.8857 5.3864 -3.3804  -0.104
C: 0.5756 4.0896 -3.0270  -0.022
C: 0.0404 3.1911 -3.9477  -0.069
C: -0.3632 1.8520 -3.4603  -0.447
O: -0.2384 1.5975 -2.2394  -0.289
N: -0.8854 1.0377 -4.3758  0.026
N: -1.3516 -0.1228 -3.8584  -0.182
C: -1.9242 -1.0045 -4.5484  -0.916
S: -2.2867 -0.9402 -6.3069  0.889
C: -2.9662 -2.6370 -6.3933  -0.547
C: -3.6399 -2.9388 -5.0747  -0.526
S: -2.4521 -2.4962 -3.7582  0.835
H: -0.8390 1.9286 -5.7943  0.050
H: -0.0180 5.2357 -6.6437  0.108
H: 0.8779 6.8257 -4.9708  0.094
H: 1.2872 6.0727 -2.6462  0.093
H: 0.7262 3.7477 -2.0139  0.108
H: -2.1441 -3.3293 -6.5902  0.070
H: -3.6682 -2.6618 -7.2257  0.069
H: -3.8755 -3.9952 -4.9591  0.072
H: -4.5454 -2.3450 -4.9369  0.077
C: 0.2485 3.6668 6.5975  -0.074
C: -0.2519 2.6657 5.5528  -0.551
C: -0.7566 1.4182 6.2883  -0.046
C: -1.4143 3.3163 4.7913  -0.045
C: 0.8133 2.3128 4.5252  -0.163
C: 2.0566 2.9516 4.4809  -0.033
C: 2.9594 2.7313 3.4578  -0.088
C: 2.6077 1.8691 2.4398  -0.466
S: 3.4746 1.4526 0.9975  1.098
C: 2.1132 0.4078 0.5292  -0.508
N: 1.1542 0.3739 1.3915  -0.053
C: 1.3787 1.1847 2.4715  -0.344
C: 0.5061 1.3949 3.5315  0.005
C: 2.1844 -0.3089 -0.7169  -0.263
C: 3.4447 -0.4126 -1.3222  -0.076
C: 3.6079 -1.0982 -2.5027  -0.092
C: 2.5109 -1.7265 -3.0715  -0.086
C: 1.2710 -1.6115 -2.4730  -0.158
C: 1.0373 -0.8725 -1.3097  -0.242
H: -0.5592 3.8956 7.2896  0.081
H: 0.5565 4.5945 6.1207  0.079
H: 1.0796 3.2557 7.1669  0.082
H: -1.5799 1.6867 6.9473  0.083
H: 0.0385 0.9805 6.8891  0.085
H: -1.1275 0.6630 5.6000  0.032
H: -2.2124 3.5824 5.4789  0.085
H: -1.8265 2.6407 4.0485  0.013
H: -1.0759 4.2148 4.2804  0.095
H: 2.3346 3.6547 5.2491  0.095
H: 3.9067 3.2468 3.4309  0.102
H: -0.4177 0.8342 3.5504  0.037
H: 4.2987 0.0672 -0.8572  0.064
H: 4.5761 -1.1364 -2.9827  0.097
H: 2.6169 -2.2782 -3.9973  0.099
H: 0.4317 -2.0992 -2.9538  0.055
C: 4.0862 -3.5807 2.3093  -0.092
C: 3.3076 -2.5467 2.8060  -0.072
C: 1.9951 -2.4064 2.4081  -0.051
C: 1.4431 -3.2857 1.4760  -0.282
C: 2.2293 -4.3359 0.9901  -0.017
C: 3.5365 -4.4752 1.4042  -0.088
N: 0.1602 -3.0960 1.0122  -0.229
N: -0.4559 -4.1461 0.5292  0.095
C: -1.7289 -3.9224 0.2087  -0.351
C: -2.4608 -4.9158 -0.4784  -0.029
C: -3.7955 -4.7447 -0.7101  -0.101
C: -4.4490 -3.5844 -0.2757  -0.077
C: -3.7530 -2.6034 0.3869  -0.179
C: -2.3930 -2.7496 0.6618  -0.526
H: 5.1106 -3.6911 2.6314  0.096
H: 3.7247 -1.8516 3.5207  0.108
H: 1.3768 -1.6260 2.8337  0.060
H: 1.7901 -5.0224 0.2814  0.103
H: 4.1232 -5.2992 1.0211  0.100
H: -1.9372 -5.7986 -0.8188  0.110
H: -4.3580 -5.5120 -1.2268  0.099
H: -5.5068 -3.4701 -0.4579  0.105
H: -4.2751 -1.7074 0.7070  0.054

## Properties
net charge	-1
DFT total energy	-4390.39675	Eh
LUMO level	0.031	hartree

---

This record from the OMol25 dataset describes C27H28MnN5O5 as an isolated structure. The level of theory is ωB97M-V/def2-TZVPD.

Last column: Löwdin charge in e.
Cartesian coordinates (Å):
Mn: -1.6134 -1.0909 0.4735  1.105
C: -3.4891 -2.4982 3.9333  0.000
C: -2.4609 -2.5414 2.8385  -0.398
O: -2.6137 -1.6874 1.8923  -0.124
C: -1.4343 -3.4578 2.8575  -0.012
C: -0.4470 -3.5089 1.8545  -0.285
C: 0.6165 -4.5612 1.9086  -0.024
N: -0.4188 -2.6382 0.8691  -0.037
N: 0.6218 -2.7390 -0.0235  0.089
C: 0.5094 -1.8701 -0.9771  -0.424
O: -0.5170 -1.0619 -1.0619  -0.132
C: 1.6126 -1.7639 -1.9513  -0.143
C: 1.5192 -0.8621 -3.0053  -0.025
C: 2.5911 -0.6846 -3.8674  -0.084
C: 3.7516 -1.4246 -3.6983  -0.094
C: 3.8308 -2.3616 -2.6747  -0.084
C: 2.7717 -2.5263 -1.7999  -0.028
H: -3.9510 -1.5127 3.9443  0.086
H: -3.0359 -2.7006 4.9014  0.085
H: -4.2669 -3.2413 3.7503  0.091
H: -1.3749 -4.1578 3.6770  0.108
H: 0.5507 -5.1275 2.8342  0.076
H: 1.5967 -4.0951 1.8210  0.078
H: 0.5131 -5.2402 1.0616  0.091
H: 0.6036 -0.3054 -3.1403  0.111
H: 2.5194 0.0329 -4.6760  0.101
H: 4.5880 -1.2821 -4.3711  0.099
H: 4.7238 -2.9626 -2.5593  0.100
H: 2.8210 -3.2377 -0.9880  0.106
C: 3.1227 3.4911 -0.2969  -0.003
N: 2.7024 2.1226 -0.0679  -0.077
N: 1.3566 1.8390 0.1120  0.076
C: 1.2330 0.6963 0.9133  -0.381
O: 0.1784 0.1612 1.2766  -0.014
C: 2.5807 0.3300 1.2383  0.070
C: 3.4207 1.2235 0.6552  -0.267
C: 4.9030 1.3254 0.7201  -0.008
C: 0.4026 2.3698 -0.7881  -0.191
C: 0.7400 2.6246 -2.1147  -0.042
C: -0.2259 3.1032 -2.9845  -0.078
C: -1.5207 3.3264 -2.5402  -0.080
C: -1.8352 3.1014 -1.2096  -0.061
C: -0.8769 2.6343 -0.3241  -0.001
H: 2.3178 4.0352 -0.7805  0.084
H: 3.9922 3.4994 -0.9523  0.096
H: 3.3764 4.0000 0.6374  0.100
H: 2.8442 -0.5320 1.8256  0.121
H: 5.3168 0.4069 1.1284  0.087
H: 5.2109 2.1544 1.3607  0.089
H: 5.3210 1.4841 -0.2741  0.087
H: 1.7431 2.4315 -2.4712  0.112
H: 0.0302 3.2871 -4.0203  0.104
H: -2.2762 3.6785 -3.2302  0.103
H: -2.8359 3.3004 -0.8487  0.106
H: -1.1129 2.4776 0.7168  0.106
O: -3.4963 -0.7375 -0.6694  -0.017
C: -3.8708 0.1876 0.0807  -0.525
C: -5.2641 0.7820 0.1275  -0.076
C: -5.1272 1.8343 1.2250  -0.082
C: -3.6743 1.6789 1.7160  -0.498
O: -3.1931 2.3088 2.6309  0.057
N: -3.0332 0.7416 0.9450  0.104
H: -5.9874 0.0007 0.3601  0.121
H: -5.5219 1.1967 -0.8473  0.119
H: -5.8046 1.6883 2.0646  0.115
H: -5.2541 2.8547 0.8628  0.114

## Properties
2S+1	5
<S²>	6.063
DFT total energy	-2846.73909	Eh
LUMO level (alpha / beta)	-0.020 / 0.001	hartree

---

This record from the OMol25 dataset describes a 2-piece molecular cluster, C13H24BBrF4N2O4P2S2 overall. The level of theory is ωB97M-V/def2-TZVPD.

Last column: Löwdin charge in e.
Cartesian coordinates (Å):
C: 1.4074 -3.8326 1.8119  0.111
C: 1.3786 -3.5475 0.6461  -0.122
C: 1.2324 -3.0550 -0.7371  -0.168
C: 0.4782 -1.7248 -0.7700  -0.179
C: 1.4274 -0.5359 -0.7124  -0.104
N: 0.6622 0.7385 -0.5059  -0.060
C: 0.2421 1.5868 -1.6549  -0.396
P: -0.3673 0.7653 -3.2039  0.208
O: 0.7943 -0.2526 -3.6971  -0.177
O: -0.3312 2.0065 -4.2579  -0.192
S: -2.0812 -0.0346 -3.0991  0.472
C: -0.6475 2.6606 -0.9846  -0.863
Br: -0.4322 4.4532 -1.7204  0.797
P: -2.4918 2.3554 -0.7357  0.657
N: -3.3501 2.9266 -1.9187  -0.294
C: -0.0274 2.7298 0.4836  -0.244
C: 1.1173 1.6889 0.5399  -0.670
S: 2.6830 2.5586 0.0510  0.877
C: 1.3730 1.1016 1.9348  -0.188
C: 0.3775 0.0251 2.3923  -0.148
C: 0.5623 -0.2161 3.9130  -0.071
C: -0.4442 0.5975 4.6912  -0.531
O: -1.6322 0.5017 4.5618  0.121
O: 0.1307 1.4765 5.5371  0.111
H: 1.4186 -4.0438 2.8531  0.024
H: 2.2055 -3.0244 -1.2304  0.124
H: 0.6158 -3.7792 -1.2798  0.120
H: -0.1510 -1.7157 -1.6611  0.080
H: -0.2013 -1.7015 0.0867  0.120
H: 2.0935 -0.6948 0.1380  0.134
H: 2.0657 -0.4767 -1.5900  0.129
H: -0.2391 0.4013 -0.1293  0.155
H: 1.1101 2.1742 -1.9860  0.076
H: 1.5913 0.2260 -3.9708  0.089
H: 0.5368 2.4397 -4.2308  0.072
H: -2.8256 2.9259 0.5124  0.028
H: -2.5711 0.9468 -0.6210  -0.018
H: -4.0013 3.6229 -1.5701  -0.026
H: -0.7654 2.3884 1.2265  0.092
H: 0.2328 3.7279 0.8062  0.087
H: 2.2659 3.8367 0.0734  -0.105
H: 2.3977 0.7243 1.9584  0.107
H: 1.3629 1.9508 2.6203  0.133
H: -0.6395 0.3930 2.2246  0.115
H: 0.5273 -0.9244 1.8834  0.087
H: 1.5638 0.0951 4.2123  0.121
H: 0.4636 -1.2771 4.1284  0.129
H: -0.5660 2.0637 5.8634  0.130
B: -2.1641 -5.1349 -2.4926  -1.249
F: -3.5238 -5.3109 -2.2092  0.089
F: -1.9853 -4.7739 -3.8393  0.077
F: -1.6531 -4.0843 -1.6764  0.051
F: -1.4444 -6.3067 -2.2069  0.080

## Properties
DFT total energy	-5397.76829	Eh
LUMO level	-0.041	hartree

---

This record from the OMol25 dataset describes C23H65CrO11 as an isolated structure. The level of theory is ωB97M-V/def2-TZVPD.

Last column: Löwdin charge in e.
Cartesian coordinates (Å):
Cr: 1.2855 3.3260 -0.5590  1.175
C: -2.0645 3.7494 2.3665  -0.057
C: -0.8855 4.6456 1.7563  -0.542
C: 0.0760 5.0303 2.9705  -0.057
O: -0.2253 4.0061 0.7477  -0.336
H: -2.7337 4.1773 3.1130  0.071
H: -1.6833 2.7861 2.7053  0.055
H: -2.6673 3.4786 1.4997  0.047
H: -1.3157 5.5847 1.4083  0.117
H: 0.8294 5.7062 2.5660  0.063
H: 0.5933 4.1753 3.4057  0.044
H: -0.4290 5.4810 3.8248  0.067
C: 0.7413 -0.8807 -1.1710  -0.045
C: 0.0255 0.1582 -0.3260  -0.499
C: 0.0575 -0.1088 1.2158  -0.018
O: 0.4786 1.4108 -0.7542  -0.257
H: 0.6807 -0.5527 -2.2087  0.072
H: 0.2004 -1.8262 -1.2111  0.064
H: 1.7833 -1.0706 -0.9136  0.069
H: -1.0111 0.1502 -0.6626  0.119
H: 1.0277 -0.1215 1.7124  0.067
H: -0.4924 -1.0256 1.4284  0.055
H: -0.4214 0.7203 1.7366  0.061
C: 4.0175 1.0787 -1.9975  -0.068
C: 3.5022 2.2906 -2.7530  -0.540
C: 2.6663 1.9115 -4.0308  -0.035
O: 2.9505 3.1910 -1.8469  -0.309
H: 4.8106 1.2982 -1.2827  0.077
H: 4.3872 0.3309 -2.6990  0.071
H: 3.2469 0.5889 -1.4021  0.052
H: 4.4002 2.7882 -3.1192  0.124
H: 1.6991 1.5480 -3.6839  0.055
H: 3.0683 1.0581 -4.5769  0.063
H: 2.4012 2.6741 -4.7632  0.072
C: 1.8562 1.4360 4.6385  -0.082
C: 2.4912 0.4698 5.5798  -0.364
O: 3.6396 1.0158 6.1115  -0.057
H: 1.3284 2.2002 5.2091  0.080
H: 1.1422 0.9206 3.9961  0.064
H: 2.5350 2.0561 4.0529  0.069
H: 2.6475 -0.4492 5.0150  0.108
H: 1.9493 0.0925 6.4471  0.118
H: 4.2546 0.3177 6.3482  0.092
C: -4.1882 0.9353 1.5470  -0.083
C: -5.3091 -0.0669 1.5483  -0.315
O: -5.3607 -0.8882 0.4165  -0.068
H: -4.3755 1.6546 2.3443  0.082
H: -4.0527 1.4480 0.5948  0.071
H: -3.2709 0.3951 1.7815  0.054
H: -6.2319 0.5053 1.6430  0.111
H: -5.3007 -0.7114 2.4274  0.119
H: -5.4558 -0.2857 -0.3248  0.100
C: 4.6897 -2.8447 -1.7976  -0.089
C: 5.4344 -4.1300 -1.3639  -0.300
O: 6.7404 -3.9425 -1.8972  -0.092
H: 3.6425 -2.9186 -1.5044  0.053
H: 4.6962 -2.7405 -2.8826  0.075
H: 5.0600 -1.9755 -1.2541  0.066
H: 4.9895 -5.0271 -1.7946  0.105
H: 5.5004 -4.2724 -0.2852  0.107
H: 7.2929 -3.7623 -1.1331  0.077
C: 0.6828 -3.0432 -4.6986  -0.083
C: 1.5138 -2.5112 -5.8891  -0.305
O: 0.5593 -2.0389 -6.8076  -0.095
H: -0.0645 -2.3934 -4.2431  0.063
H: 1.3695 -3.3595 -3.9135  0.060
H: 0.0979 -3.8732 -5.0950  0.073
H: 2.0811 -3.2434 -6.4638  0.116
H: 2.1550 -1.6808 -5.5933  0.096
H: 0.0573 -1.3394 -6.3830  0.079
C: -2.5126 -1.4361 4.3977  -0.072
C: -2.3475 -2.7589 3.6534  -0.312
O: -3.6162 -3.2512 3.2186  -0.071
H: -3.1323 -1.6540 5.2675  0.076
H: -2.9598 -0.6694 3.7650  0.053
H: -1.5496 -1.1475 4.8190  0.066
H: -1.8686 -3.4886 4.3063  0.108
H: -1.7064 -2.6101 2.7844  0.081
H: -3.5560 -3.4045 2.2728  0.030
C: -3.7697 2.4345 -3.6476  -0.090
C: -2.7776 2.0284 -2.5902  -0.330
O: -1.6108 1.5198 -3.2136  -0.079
H: -4.5465 3.0148 -3.1498  0.072
H: -4.3404 1.7380 -4.2617  0.076
H: -3.1978 3.0747 -4.3194  0.077
H: -3.2310 1.1878 -2.0649  0.097
H: -2.5219 2.8463 -1.9167  0.117
H: -1.0892 1.1728 -2.4862  0.027
C: -1.7880 -3.9774 -0.0073  -0.072
C: -2.7752 -2.8492 -0.0795  -0.342
O: -4.0753 -3.3107 0.2264  -0.084
H: -1.9592 -4.5384 0.9114  0.078
H: -0.7578 -3.6219 0.0148  0.063
H: -1.9128 -4.6613 -0.8469  0.081
H: -2.8546 -2.3852 -1.0626  0.115
H: -2.4794 -2.0738 0.6272  0.083
H: -4.6992 -2.5817 0.2562  0.042
O: 2.4262 2.6885 1.0979  -0.040
H: 2.0412 2.3578 1.9094  0.053
H: 3.3709 2.6491 1.2469  0.098

## Properties
2S+1	4
<S²>	4.008
DFT total energy	-2787.20794	Eh
LUMO level (alpha / beta)	-0.094 / -0.017	hartree

---

This record from the OMol25 dataset describes C4H11FInNO as an isolated structure. The level of theory is ωB97M-V/def2-TZVPD.

Last column: Löwdin charge in e.
Cartesian coordinates (Å):
In: -0.3850 -2.0066 -2.4142  1.547
F: -2.3656 -0.8302 -4.0472  -0.304
C: 1.2739 -0.5261 2.1476  0.015
C: 0.3411 -0.7462 0.9204  -0.360
C: -0.3187 0.5868 0.4592  -0.133
O: -0.8457 0.3930 -0.8364  -0.263
C: -1.3396 1.5615 -1.4633  -0.025
N: 1.2128 -1.2095 -0.1395  0.074
H: 1.9628 0.2957 1.9529  0.109
H: 1.8922 -1.3721 2.4571  0.108
H: 0.6208 -0.3862 3.0132  0.124
H: -0.3472 -1.5654 1.1356  0.160
H: 0.3350 1.4632 0.4510  0.155
H: -1.1269 0.8249 1.1594  0.168
H: -0.6823 2.4208 -1.3334  0.120
H: -2.3105 1.7513 -0.9836  0.137
H: -1.6693 1.4677 -2.4991  0.108
H: 1.8221 -0.4225 -0.3852  0.133
H: 1.9301 -1.7002 0.4054  0.126

## Properties
net charge	+2
DFT total energy	-578.05695	Eh
LUMO level	-0.539	hartree

---

This record from the OMol25 dataset describes one molecule with the formula C5H10N2O2. The level of theory is ωB97M-V/def2-TZVPD.

Last column: Löwdin charge in e.
Cartesian coordinates (Å):
C: 1.3978 1.6129 -0.6498  -0.012
C: 1.0610 0.2948 -0.0143  -0.312
O: 2.1239 -0.5570 -0.0756  0.066
C: -0.0094 0.0465 0.8390  -0.207
C: -0.0172 -0.8201 2.0590  -0.046
C: -1.2637 0.4487 0.2566  -0.460
O: -2.1797 1.0954 0.7487  0.064
N: -1.2412 0.1326 -1.1451  -0.053
N: -1.1520 -1.2294 -1.5215  0.026
H: 1.7115 1.4675 -1.6865  0.085
H: 0.5566 2.3059 -0.6284  0.088
H: 2.2316 2.0681 -0.1040  0.096
H: 1.8358 -1.4343 0.2236  0.116
H: 0.8843 -0.6888 2.6658  0.082
H: -0.8665 -0.5625 2.6979  0.086
H: -0.0939 -1.8836 1.8079  0.078
H: -1.8884 0.7032 -1.6928  0.133
H: -2.0038 -1.7183 -1.2437  0.084
H: -1.0868 -1.2816 -2.5368  0.084

## Properties
SMILES string	C/C(O)=C(/C)C(=O)NN
DFT total energy	-456.43748	Eh
LUMO level	0.023	hartree